Version a
The following is a DFT calculation (wB97M-V/def2-TZVPD) of an isolated ion of composition C5H13N2O and charge +1.

## Properties
- net charge = +1
- orbital gap (eV) = 10.9

CARTESIAN COORDINATES (ANGSTROEM)
1 O -0.244 -1.241 3.117
2 N 0.783 0.880 -1.396
3 N 0.806 0.656 1.147
4 C -1.181 -1.351 2.366
5 C -0.285 1.513 -2.167
6 C 0.480 -0.681 0.569
7 C -0.956 -1.038 0.902
8 C 0.602 -0.494 -0.989
9 H -1.171 -1.929 0.298
10 H -1.704 -0.330 0.545
11 H 0.033 2.489 -2.520
12 H -1.161 1.619 -1.531
13 H 1.726 0.731 1.580
14 H -0.611 0.894 -3.002
15 H 1.445 -1.092 -1.343
16 H 1.171 -1.442 0.898
17 H -2.181 -1.568 2.766
18 H 1.691 1.073 -1.794
19 H 0.798 1.281 0.269
20 H 0.154 1.012 1.844
21 H -0.195 -0.981 -1.560

---

Version b
The following is a DFT calculation (wB97M-V/def2-TZVPD) of a 2-piece molecular cluster, C5H13N2O overall.

## Properties
- net charge = +1
- orbital gap (eV) = 4.3

CARTESIAN COORDINATES (ANGSTROEM)
1 O 0.732 -0.094 0.137
2 N -1.651 -1.387 0.731
3 N -1.464 0.895 -1.086
4 C -2.429 -0.152 -1.156
5 C -2.817 -0.711 0.230
6 C 3.024 0.320 0.795
7 C 3.311 1.604 0.611
8 C 1.981 -0.402 -0.028
9 H -1.755 -1.768 1.667
10 H -3.293 0.210 -1.716
11 H 2.271 0.014 -1.053
12 H -3.162 0.071 0.899
13 H -0.733 -0.934 0.651
14 H -2.036 -1.005 -1.707
15 H 2.776 2.162 -0.152
16 H -3.617 -1.439 0.131
17 H 4.157 2.066 1.094
18 H 2.205 -1.468 -0.204
19 H -1.770 1.714 -0.569
20 H -0.539 0.615 -0.720
21 H 3.559 -0.273 1.531

---

Q: What are the energies relative to the best structure? A: version a 0.0; version b 155.2, in kcal/mol.

---

Version a
The following is a DFT calculation (wB97M-V/def2-TZVPD) of a 2-piece molecular cluster, C5H13N2O overall.

## Properties
- net charge = +1
- orbital gap (eV) = 10.2

CARTESIAN COORDINATES (ANGSTROEM)
1 O 2.034 -0.503 0.318
2 N -1.551 0.215 1.760
3 N -1.518 1.318 -0.318
4 C 1.958 0.117 -0.930
5 C -1.042 -0.858 2.721
6 C 1.028 -0.659 -1.841
7 C -1.043 0.407 0.543
8 C 0.058 -0.114 -2.655
9 H -0.067 0.982 -2.797
10 H 1.205 -1.722 -1.746
11 H -0.458 -0.799 -3.348
12 H 1.528 1.130 -0.833
13 H 2.924 0.208 -1.439
14 H -1.749 -1.710 2.722
15 H 2.915 -0.308 0.628
16 H -2.324 1.872 -0.130
17 H -2.346 0.724 2.113
18 H -0.021 -1.167 2.386
19 H -0.907 -0.456 3.735
20 H -0.147 -0.173 0.289
21 H -1.098 1.351 -1.244

---

Version b
The following is a DFT calculation (wB97M-V/def2-TZVPD) of a 2-piece molecular cluster, C5H13N2O overall.

## Properties
- net charge = +1
- orbital gap (eV) = 9.0

CARTESIAN COORDINATES (ANGSTROEM)
1 O -1.049 -0.053 -0.807
2 N -0.054 0.485 -3.423
3 N -0.594 0.634 1.777
4 C -0.840 -1.031 -1.596
5 C 0.575 0.067 2.537
6 C 1.944 0.835 2.190
7 C -0.135 -0.851 -2.853
8 C -1.518 -0.097 1.136
9 H 2.312 1.267 3.058
10 H 1.586 1.605 1.466
11 H -2.388 0.390 0.829
12 H 0.857 -1.386 -2.778
13 H -1.554 -1.222 1.147
14 H -1.322 -1.987 -1.436
15 H 0.187 0.020 3.575
16 H 0.825 -0.963 2.117
17 H -0.673 -1.499 -3.512
18 H -0.596 1.644 1.604
19 H 0.789 1.073 -3.242
20 H 2.684 0.201 1.792
21 H -1.037 0.867 -3.579

---

Q: What are the energies relative to the best structure? A: version a 0.0; version b 37.4, in kcal/mol.

---

Version a
The following is a DFT calculation (wB97M-V/def2-TZVPD) of a 2-piece molecular cluster, C4H6ClF overall.

## Properties
- orbital gap (eV) = 9.5

CARTESIAN COORDINATES (ANGSTROEM)
1 Cl -2.431 -0.498 -0.120
2 F 3.314 -0.497 0.213
3 C 2.244 0.149 -0.226
4 C 0.893 -0.330 0.051
5 C -1.327 0.709 0.467
6 C -0.071 0.788 -0.271
7 H 0.613 -1.523 0.034
8 H -1.067 0.625 1.502
9 H 2.861 1.404 -0.897
10 H -1.790 1.793 0.552
11 H 0.488 1.686 0.285
12 H -0.037 1.056 -1.483

---

Version b
The following is a DFT calculation (wB97M-V/def2-TZVPD) of one molecule with the formula C4H6ClF.

## Properties
- orbital gap (eV) = 10.8

CARTESIAN COORDINATES (ANGSTROEM)
1 Cl -1.479 -0.840 0.206
2 F 1.378 -0.793 -1.012
3 C -0.503 0.507 -0.115
4 C 1.746 0.113 1.063
5 C 1.021 0.296 -0.264
6 C -0.976 1.704 -0.202
7 H 2.803 0.104 0.767
8 H -0.271 2.466 -0.481
9 H 1.484 0.818 1.849
10 H 1.579 -0.904 1.447
11 H -2.089 1.950 -0.182
12 H 1.494 1.267 -0.681

---

Q: What are the energies relative to the best structure? A: version a 89.4; version b 0.0, in kcal/mol.

---

Version a
The following is a DFT calculation (wB97M-V/def2-TZVPD) of C10H19NO4Rb as an isolated structure.

## Properties
- net charge = -1
- orbital gap (eV) = 2.2

CARTESIAN COORDINATES (ANGSTROEM)
1 Rb -11.823 19.868 10.878
2 O -7.322 17.467 5.783
3 O -7.933 18.930 7.354
4 O -8.340 22.204 14.779
5 O -5.963 18.927 6.582
6 N -8.301 22.438 16.216
7 C -8.609 21.544 18.552
8 C -7.087 18.481 6.588
9 C -5.860 23.170 16.316
10 C -7.738 24.805 16.012
11 C -7.332 23.453 16.641
12 C -9.643 20.334 16.619
13 C -8.415 21.164 17.021
14 C -7.130 20.249 16.839
15 C -7.469 23.723 18.221
16 C -7.477 22.424 19.038
17 H -6.587 24.312 18.475
18 H -7.357 25.686 16.528
19 H -5.246 24.070 16.310
20 H -8.826 24.872 16.019
21 H -9.522 19.698 15.742
22 H -7.360 19.265 17.249
23 H -7.535 22.557 20.118
24 H -5.568 22.752 15.353
25 H -6.218 20.543 17.359
26 H -6.553 21.848 18.976
27 H -9.881 19.660 17.443
28 H -10.464 20.975 16.300
29 H -9.501 22.163 18.649
30 H -8.365 24.307 18.432
31 H -8.782 20.634 19.126
32 H -5.350 22.519 17.026
33 H -6.387 17.412 5.573
34 H -6.866 20.153 15.786
35 H -7.426 24.912 14.973

---

Version b
The following is a DFT calculation (wB97M-V/def2-TZVPD) of C10H19NO4Rb as an isolated structure.

## Properties
- net charge = -1
- orbital gap (eV) = 1.9

CARTESIAN COORDINATES (ANGSTROEM)
1 Rb 4.571 -1.148 -5.897
2 O 7.223 -4.701 -2.060
3 O 7.314 -4.238 0.051
4 O 6.891 -6.284 -0.541
5 O 0.652 1.308 -0.859
6 N -0.655 1.071 -0.406
7 C -0.876 2.986 1.257
8 C -1.466 2.288 0.009
9 C -0.897 -0.282 0.194
10 C -1.541 3.206 -1.240
11 C -3.063 0.672 1.295
12 C 7.180 -5.014 -0.904
13 C -0.475 -1.359 -0.909
14 C -2.430 -0.555 0.650
15 C -2.960 1.923 0.365
16 C 0.011 -0.534 1.474
17 H -1.143 -1.459 -1.765
18 H -0.166 0.287 2.168
19 H -0.518 -2.344 -0.444
20 H -2.606 0.854 2.267
21 H -1.857 2.606 -2.093
22 H -4.102 0.372 1.437
23 H -2.286 3.988 -1.089
24 H 7.049 -5.869 0.310
25 H -0.580 3.624 -1.539
26 H 0.147 3.323 1.092
27 H -2.993 -0.968 -0.186
28 H -2.370 -1.273 1.468
29 H -0.304 -1.490 1.891
30 H 1.079 -0.538 1.253
31 H -3.609 2.704 0.760
32 H -1.461 3.842 1.592
33 H 0.510 -1.118 -1.310
34 H -3.533 1.620 -0.511
35 H -0.734 2.498 2.221

---

Q: What are the energies relative to the best structure? A: version a 0.0; version b 22.5, in kcal/mol.

---

Version a
The following is a DFT calculation (wB97M-V/def2-TZVPD) of one molecule with the formula C2H6N2S.

## Properties
- orbital gap (eV) = 9.9

CARTESIAN COORDINATES (ANGSTROEM)
1 S -0.748 -1.066 -0.495
2 N 1.881 -1.147 0.209
3 N 1.261 0.931 -0.280
4 C 0.889 -0.428 -0.116
5 C -1.822 0.205 0.265
6 H -1.829 1.194 -0.249
7 H -1.489 0.323 1.262
8 H -2.788 -0.270 0.299
9 H 0.692 1.483 -0.926
10 H 1.697 -2.098 0.514
11 H 2.255 0.872 -0.482

---

Version b
The following is a DFT calculation (wB97M-V/def2-TZVPD) of a 2-piece molecular cluster, C2H6N2S overall.

## Properties
- orbital gap (eV) = 8.6

CARTESIAN COORDINATES (ANGSTROEM)
1 S 2.765 0.043 -0.617
2 N -0.362 0.572 -0.838
3 N -0.274 -0.046 0.217
4 C -0.250 0.196 1.597
5 C 0.136 -1.146 0.837
6 H 0.912 -1.870 0.778
7 H 2.010 1.164 -0.747
8 H -0.554 1.568 -0.903
9 H 3.965 -0.099 -1.495
10 H 0.515 0.824 2.042
11 H -1.185 0.268 2.149

---

Version c
The following is a DFT calculation (wB97M-V/def2-TZVPD) of a 2-piece molecular cluster, C2H6N2S overall.

## Properties
- orbital gap (eV) = 9.4

CARTESIAN COORDINATES (ANGSTROEM)
1 S 1.203 1.528 -0.703
2 N -0.987 -1.764 0.217
3 N 0.092 -0.166 1.511
4 C -0.421 0.510 -0.734
5 C -0.374 -0.610 0.326
6 H -1.074 1.394 -0.688
7 H -1.157 -1.907 -0.782
8 H -0.630 0.231 -1.853
9 H 1.315 0.645 1.310
10 H -0.035 -0.432 2.555
11 H 2.069 0.572 -1.158

---

Version d
The following is a DFT calculation (wB97M-V/def2-TZVPD) of one molecule with the formula C2H6N2S.

## Properties
- orbital gap (eV) = 9.6

CARTESIAN COORDINATES (ANGSTROEM)
1 S 0.482 2.460 -1.142
2 N -0.896 1.591 -0.752
3 N 0.479 -0.321 0.176
4 C 0.413 -1.351 1.167
5 C -0.596 0.207 -0.194
6 H -0.515 -2.160 0.771
7 H 1.697 1.678 -1.256
8 H -1.396 1.248 -1.632
9 H -1.273 -0.546 -0.523
10 H 0.170 -0.848 2.371
11 H 1.435 -1.958 1.014

---

Q: What are the energies relative to the best structure? A: version a 0.0; version b 127.5; version c 65.1; version d 85.3, in kcal/mol.

---

Version a
The following is a DFT calculation (wB97M-V/def2-TZVPD) of one molecule with the formula C3H3ClO2.

## Properties
- orbital gap (eV) = 10.9

CARTESIAN COORDINATES (ANGSTROEM)
1 Cl -0.961 -1.889 0.102
2 O -1.081 0.506 -1.239
3 O -2.096 1.621 0.806
4 C -0.389 -0.282 -0.101
5 C -1.313 0.797 -0.024
6 C 1.136 -0.192 0.071
7 H 1.673 -1.085 -0.226
8 H 1.395 -0.092 1.079
9 H 1.636 0.616 -0.469

---

Version b
The following is a DFT calculation (wB97M-V/def2-TZVPD) of a 2-piece molecular cluster, C3H3ClO2 overall.

## Properties
- orbital gap (eV) = 10.2

CARTESIAN COORDINATES (ANGSTROEM)
1 Cl -3.384 -0.624 -0.091
2 O -0.354 0.759 1.071
3 O -5.335 1.065 0.114
4 C 0.031 -1.551 0.271
5 C -4.226 0.727 0.399
6 C -0.102 -0.305 0.681
7 H -3.842 1.282 1.230
8 H 0.745 -1.628 -0.549
9 H -0.547 -2.256 0.629

---

Q: What are the energies relative to the best structure? A: version a 21.1; version b 0.0, in kcal/mol.

---

Version a
The following is a DFT calculation (wB97M-V/def2-TZVPD) of one molecule with the formula C3H3ClO2.

## Properties
- orbital gap (eV) = 10.6

CARTESIAN COORDINATES (ANGSTROEM)
1 Cl -2.150 -1.028 0.212
2 O 0.737 -2.105 -0.450
3 O 1.691 -0.269 0.451
4 C -0.631 -0.192 0.044
5 C 0.652 -1.019 0.012
6 C -0.600 1.078 -0.369
7 H 0.299 1.577 -0.579
8 H 1.474 0.243 1.216
9 H -1.473 1.717 -0.538

---

Version b
The following is a DFT calculation (wB97M-V/def2-TZVPD) of C3H3ClO2 as an isolated structure.

## Properties
- orbital gap (eV) = 8.9

CARTESIAN COORDINATES (ANGSTROEM)
1 Cl -0.037 2.098 0.164
2 O 0.792 -1.317 0.594
3 O 2.492 0.084 -0.357
4 C 1.577 -0.555 -0.013
5 C -0.959 0.375 0.227
6 C -0.323 -0.768 -0.353
7 H -1.986 0.764 -0.197
8 H -0.444 -1.141 -1.408
9 H -1.112 0.460 1.344

---

Q: What are the energies relative to the best structure? A: version a 0.0; version b 75.8, in kcal/mol.